1.
15
Properties=species:S:1:pos:R:3:nbo_charge:R:1 method="wB97M-V/def2-TZVPD" homo_energy_ev=-2.36 e_lumo_ha=0.1490 homo_lumo_gap_ev=6.4167 total_charge=-1
O 1.276 0.616 2.135 -0.600
C 0.820 0.818 1.027 0.451
C 1.711 1.089 -0.181 -0.500
C 1.236 0.410 -1.464 -0.606
H -0.237 1.060 0.886 0.134
H 2.735 0.808 0.072 0.198
H 1.698 2.179 -0.313 0.195
H 1.309 -0.667 -1.364 0.231
H 1.833 0.733 -2.325 0.176
H 0.182 0.633 -1.638 0.225
C -2.646 -1.538 0.660 -0.730
S -0.854 -1.421 0.323 -0.692
H -2.840 -1.487 1.733 0.173
H -3.206 -0.736 0.163 0.168
H -3.016 -2.497 0.285 0.178

2.
18
Properties=species:S:1:pos:R:3:nbo_charge:R:1 method="wB97M-V/def2-TZVPD" homo_energy_ev="-16.91 / -17.37" e_lumo_ha="-0.3410 / -0.3548" homo_lumo_gap_ev="7.6333 / 7.7160" total_charge=+2
C 1.124 -1.293 0.914 0.141
C 2.938 0.015 -0.136 0.742
C -1.104 -1.353 -0.233 0.536
C -4.230 0.452 -0.643 -0.235
C -2.887 0.267 -0.318 -0.122
C 4.024 0.721 -0.655 -0.807
N 2.050 -0.641 0.226 -0.292
N -0.199 -1.329 0.748 -0.505
N -2.174 -0.850 -0.766 -0.437
H 1.429 -1.785 1.848 0.262
H -4.769 1.370 -0.300 0.262
H -4.930 -0.205 -0.990 0.230
H -2.250 1.006 0.179 0.237
H 4.129 0.594 -1.721 0.333
H 4.994 0.485 -0.208 0.345
H 3.878 1.809 -0.611 0.331
H -0.612 -1.642 1.722 0.506
H -2.629 -1.295 -1.549 0.472

3.
19
Properties=species:S:1:pos:R:3:nbo_charge:R:1 method="wB97M-V/def2-TZVPD" smiles="C/C=C/C=C/CC" homo_energy_ev=-8.21 e_lumo_ha=0.0379 homo_lumo_gap_ev=9.2469
C 2.848 0.428 1.694 -0.620
C 1.552 -0.476 1.820 -0.438
C 0.603 -0.383 0.618 -0.147
C -0.085 0.722 0.380 -0.243
C -1.195 0.593 -0.595 -0.235
C -1.388 -0.323 -1.566 -0.145
C -2.588 -0.477 -2.418 -0.646
H 3.686 -0.107 1.168 0.210
H 2.592 1.089 0.868 0.209
H 3.096 1.032 2.536 0.214
H 0.977 -0.131 2.745 0.206
H 1.833 -1.481 2.020 0.205
H 0.441 -1.362 0.088 0.204
H 0.063 1.660 0.905 0.214
H -1.966 1.310 -0.548 0.187
H -0.530 -1.042 -1.785 0.176
H -2.318 -0.646 -3.431 0.219
H -3.115 0.404 -2.200 0.210
H -3.245 -1.229 -1.967 0.219

4.
16
Properties=species:S:1:pos:R:3:nbo_charge:R:1 method="wB97M-V/def2-TZVPD" smiles="C1=C[C@H]2OC[C@H]3[C@@H]1[C@H]32" homo_energy_ev=-8.59 e_lumo_ha=0.0239 homo_lumo_gap_ev=9.2435
C 1.464 0.200 -0.746 -0.084
C -0.045 -0.905 0.719 0.027
C -1.152 -1.212 -0.076 -0.256
C -1.380 -0.072 -0.896 -0.131
C -0.876 1.110 -0.132 -0.242
C 0.486 1.269 0.129 -0.251
C -0.225 0.620 1.216 -0.268
H 1.537 0.160 -1.862 0.174
H 2.526 0.232 -0.597 0.191
H 0.256 -1.708 1.524 0.214
H -1.343 -2.290 -0.382 0.221
H -2.051 0.008 -1.711 0.219
H -1.567 2.178 -0.472 0.217
H 0.898 2.223 0.309 0.230
H -0.450 0.555 2.377 0.273
O 1.320 -0.927 -0.059 -0.535

5.
59
Properties=species:S:1:pos:R:3:mulliken_spin:R:1 method="wB97M-V/def2-TZVPD" homo_energy_ev="-4.11 / -3.99" e_lumo_ha="0.0898 / 0.0791" homo_lumo_gap_ev="6.5518 / 6.1378" multiplicity=3 total_charge=-1
Pd 1.024 1.935 0.355 1.347
C -5.707 0.447 -0.749 -0.001
C -4.210 0.366 -0.675 0.007
C -3.556 -0.737 -0.147 -0.001
C -2.182 -0.783 -0.121 0.033
C -1.369 0.269 -0.589 0.046
N 0.003 0.160 -0.486 0.128
C 0.740 -0.907 -0.866 0.001
C 0.134 -2.033 -1.470 0.013
C 0.782 -3.234 -1.610 0.002
C 2.099 -3.383 -1.194 -0.002
C 2.803 -4.708 -1.215 0.000
C 2.768 -2.238 -0.789 -0.002
C 2.153 -1.001 -0.674 -0.036
C 3.063 0.221 -0.412 0.021
O 2.663 1.397 -0.893 0.145
C 4.470 0.029 -1.083 0.020
F 5.125 1.195 -1.111 0.000
F 5.351 -0.826 -0.506 0.002
F 4.357 -0.385 -2.347 0.000
C 3.279 0.347 1.150 0.051
F 3.250 1.636 1.550 0.006
F 4.399 -0.171 1.676 -0.001
F 2.267 -0.253 1.827 -0.002
C -2.042 1.440 -1.040 -0.025
C -3.428 1.435 -1.095 -0.010
C -1.267 2.737 -1.357 0.007
O -0.533 3.210 -0.334 0.193
C -0.446 2.499 -2.677 0.004
F 0.529 1.601 -2.556 0.000
F -1.245 2.028 -3.668 0.000
F 0.120 3.608 -3.166 0.001
C -2.202 3.942 -1.700 0.028
F -1.502 5.065 -1.875 0.000
F -2.953 3.825 -2.821 0.002
F -3.064 4.215 -0.709 0.000
H -6.161 -0.491 -0.438 0.000
H -6.038 0.674 -1.762 0.000
H -6.074 1.241 -0.098 0.000
H -4.119 -1.566 0.259 0.000
H -1.699 -1.660 0.290 0.001
H -0.881 -1.936 -1.823 -0.001
H 0.250 -4.073 -2.038 0.001
H 2.123 -5.496 -1.527 0.000
H 3.182 -4.954 -0.223 0.000
H 3.652 -4.698 -1.898 0.000
H 3.816 -2.335 -0.553 -0.001
H -3.957 2.292 -1.477 0.001
C 0.088 -0.622 5.310 0.000
N 0.152 0.656 4.645 0.002
C 0.095 0.836 3.290 -0.004
N -0.469 -0.153 2.562 -0.002
O 0.469 1.900 2.802 0.015
H 0.143 -0.459 6.384 0.000
H 0.911 -1.278 5.005 0.000
H -0.857 -1.120 5.087 0.000
H 0.622 1.407 5.126 0.000
H -0.496 -1.100 2.896 0.000
H -0.424 -0.014 1.555 0.013

6.
17
Properties=species:S:1:pos:R:3:nbo_charge:R:1 method="wB97M-V/def2-TZVPD" homo_energy_ev=-10.37 e_lumo_ha=-0.0468 homo_lumo_gap_ev=9.0962
C 0.332 0.966 -0.091 -0.053
C 1.328 0.107 -0.260 0.008
C 1.012 -1.386 -0.365 -0.557
C -1.302 -0.060 0.045 -0.020
N 2.655 0.582 -0.349 0.518
N -1.484 -0.103 1.523 0.497
N -2.373 0.572 -0.794 0.512
O 3.435 -0.260 -0.683 -0.357
O -0.523 -0.061 2.216 -0.330
O -2.582 1.719 -0.715 -0.302
O 2.893 1.710 -0.049 -0.351
O -2.640 -0.221 1.859 -0.340
O -2.897 -0.244 -1.525 -0.345
S -0.787 -1.641 -0.701 0.327
H 0.370 1.947 0.407 0.262
H 1.418 -1.857 -1.238 0.265
H 1.142 -1.771 0.720 0.266

7.
35
Properties=species:S:1:pos:R:3:nbo_charge:R:1 method="wB97M-V/def2-TZVPD" smiles="N#Cc1cc([N+](=O)[O-])cc2c1no[n+]2[O-].NNC(=O)c1ccccc1" homo_energy_ev=-9.11 e_lumo_ha=-0.0868 homo_lumo_gap_ev=6.7439
N -2.049 -6.571 1.572 -0.263
C -1.695 -5.458 1.532 0.261
C -1.250 -4.109 1.449 -0.216
C 0.080 -3.709 1.261 -0.077
C 0.409 -2.337 1.135 -0.056
N 1.772 -1.966 1.105 0.506
O 2.617 -2.880 1.193 -0.354
O 2.098 -0.736 1.104 -0.446
C -0.608 -1.337 1.058 -0.008
C -1.927 -1.767 1.285 -0.016
N -3.137 -1.094 1.095 0.418
O -3.438 0.073 0.908 -0.329
O -4.148 -2.128 1.120 -0.149
N -3.591 -3.383 1.410 -0.072
C -2.262 -3.113 1.480 0.138
H 0.861 -4.466 1.248 0.272
H -0.387 -0.290 1.243 0.269
C 1.852 5.186 -0.746 -0.189
C 1.220 4.953 -1.972 -0.216
C 0.820 3.660 -2.313 -0.173
C 1.005 2.592 -1.420 -0.098
C 0.475 1.253 -1.823 0.642
N 0.264 0.378 -0.763 -0.526
N -0.394 -0.865 -1.050 -0.615
O 0.152 0.997 -2.984 -0.599
C 1.653 2.826 -0.197 -0.191
C 2.082 4.121 0.130 -0.217
H 2.149 6.194 -0.468 0.220
H 1.032 5.775 -2.660 0.221
H 0.351 3.470 -3.279 0.238
H 1.004 0.277 -0.062 0.420
H -1.399 -0.640 -1.187 0.374
H -0.028 -1.180 -1.969 0.400
H 1.827 1.990 0.483 0.209
H 2.588 4.283 1.082 0.221

8.
15
Properties=species:S:1:pos:R:3:nbo_charge:R:1 method="wB97M-V/def2-TZVPD" homo_energy_ev=-5.77 e_lumo_ha=-0.1053 homo_lumo_gap_ev=2.9072
O 1.814 0.709 -0.515 -0.664
C 2.373 -0.459 -0.685 0.978
C 0.226 0.395 0.105 -0.004
O 3.591 -0.598 -0.718 -0.727
O 1.551 -1.481 -0.492 -0.470
C 0.180 -1.064 -0.356 -0.128
Ag 4.067 1.676 -1.027 0.925
H -0.266 1.064 -0.609 0.248
H 0.490 0.499 1.163 0.238
H -0.318 -1.164 -1.327 0.201
H -0.283 -1.721 0.386 0.243
O -3.948 0.379 1.413 -0.760
C -2.903 0.704 0.574 0.234
O -1.815 0.402 1.118 -0.783
H -4.758 0.659 0.972 0.471

In eV/Å, the maximum force values for the records above are, in order, 1.18 5.22 3.09 6.48 1.98 6.21 2.91 2.54.